{"formula": "C9H20BrN2O", "method": "the ωB97M-V functional and the def2-TZVPD basis", "homo_energy_ev": -13.444, "smiles": "CCCCCC[C@](N)(Br)/C(O)=[NH+]/C", "orbital_gap_ev": 9.269, "total_energy_ha": -3113.40034, "fmax_ha_per_bohr": 0.069, "e_above_lowest_kcal_mol": 3.1, "charge": 1, "elements": ["C", "C", "C", "C", "C", "C", "C", "C", "C", "N", "N", "O", "Br", "H", "H", "H", "H", "H", "H", "H", "H", "H", "H", "H", "H", "H", "H", "H", "H", "H", "H", "H", "H"], "xyz": [[2.3274, 0.6805, 0.8723], [-4.5098, -0.5430, -0.9816], [1.7527, 2.9547, 1.2587], [-2.9606, -0.5772, -1.2119], [-2.2372, -0.3871, 0.1474], [-0.6667, -0.0870, 0.0898], [0.0146, -1.4352, -0.0855], [1.5145, -1.6339, 0.3600], [2.4489, -0.4872, -0.1486], [1.8763, 1.7926, 0.4026], [2.1943, -0.2531, -1.4732], [2.6260, 0.5898, 2.1120], [4.6476, -0.7998, 0.1064], [-4.8407, -0.3603, -1.9379], [-5.0814, -1.4826, -0.6134], [-4.8311, 0.2525, -0.2309], [0.8550, 2.9171, 1.8380], [2.5137, 3.0379, 1.9751], [1.7254, 3.8510, 0.5792], [-2.6648, -1.5312, -1.7762], [-2.7792, 0.3630, -1.7988], [-2.6406, 0.5753, 0.5781], [-2.4376, -1.2760, 0.7486], [-0.3961, 0.3679, 1.0299], [-0.3633, 0.5620, -0.7253], [-0.0112, -1.8862, -1.1324], [-0.5190, -2.2202, 0.3633], [1.4974, -1.6711, 1.5282], [1.9987, -2.5900, 0.1790], [1.4052, 1.8750, -0.4697], [3.1701, -0.2155, 2.4218], [2.0117, -1.0047, -2.0845], [2.3596, 0.6220, -1.9204]], "mulliken_charge": [0.18, -1.22, -1.00, -0.21, -0.95, -0.11, -0.90, -0.82, 0.52, -0.12, -0.36, -0.52, -0.18, 0.41, 0.29, 0.30, 0.37, 0.37, 0.35, 0.26, 0.25, 0.35, 0.34, 0.26, 0.28, 0.31, 0.62, 0.34, 0.45, 0.26, 0.50, 0.21, 0.15]}